Below is a molecular structure, C39H84O12 in a non-equilibrium geometry, with properties calculated with ωB97M-V/def2-TZVPD.

Computed properties:
Kohn-Sham gap: 8.4512 eV
Strongest force on any atom: 14.68 eV/Å
Energy: -2437.00354 a.u.

Geometry as XYZ:
```
135
Properties=species:S:1:pos:R:3:forces:R:3
C 0.572935 -0.622943 -3.959673 -0.58 1.80 -0.03
C -0.160894 -1.909851 -4.059695 0.12 -1.38 0.10
C -1.081952 -1.911881 -2.855890 -0.64 -0.32 -3.60
O -1.451927 -0.561310 -2.684642 2.77 -1.33 -3.27
C -0.224860 0.128232 -2.844577 3.49 -2.61 -2.62
H 0.387114 0.004382 -4.831473 0.38 -0.28 -0.40
H 1.651666 -0.703329 -3.825556 -0.14 0.22 0.12
H 0.493335 -2.774693 -3.949544 -0.10 -0.05 -0.69
H -0.720043 -1.951015 -4.994449 -0.06 -0.31 0.10
H -0.668738 -2.308483 -1.928501 -2.36 0.14 -4.13
H -1.947782 -2.536853 -3.074652 0.57 -0.14 -0.19
H 0.327293 0.159252 -1.905294 0.55 -1.18 -0.83
H -0.421200 1.166448 -3.112268 1.24 -3.19 -1.92
C 3.518658 0.357491 -1.223087 -0.89 -0.73 -0.01
C 4.967549 -0.066766 -1.266274 1.01 -0.16 0.44
C 5.240677 -0.699967 0.130514 0.08 0.41 -0.20
O 4.081540 -0.419219 0.916845 1.47 -0.25 -0.89
C 2.976234 -0.393809 0.005160 3.59 1.65 -0.67
H 2.998159 0.100102 -2.145543 -0.12 -0.10 -0.03
H 3.354728 1.427058 -1.091740 0.32 0.24 0.14
H 5.617985 0.782349 -1.476144 0.13 -0.11 0.04
H 5.176956 -0.846123 -1.998977 -0.17 0.24 -0.33
H 6.145862 -0.327238 0.609888 -0.21 0.36 0.20
H 5.416786 -1.771746 0.039066 -0.29 -0.26 -0.01
H 2.167076 0.188987 0.445286 4.09 -1.85 0.08
H 2.617697 -1.413150 -0.137994 2.90 1.40 -1.85
C 2.620656 1.745593 1.923906 1.64 0.92 1.07
C 3.043417 3.136570 2.485664 -0.20 -0.12 0.06
C 2.087683 3.391097 3.657031 -0.18 -0.92 0.47
O 1.126346 2.329925 3.600843 2.69 -0.21 2.07
C 1.718021 1.185049 3.028605 1.52 0.18 0.75
H 3.482772 1.112113 1.715179 -0.20 0.39 0.31
H 2.045563 1.891962 1.009610 2.07 -0.17 1.20
H 2.872650 3.928867 1.756818 0.41 -0.11 -0.19
H 4.084568 3.134942 2.808314 -0.06 0.13 -0.07
H 1.522513 4.321749 3.606439 0.00 0.07 -0.15
H 2.550870 3.346547 4.642711 0.39 0.13 0.00
H 0.951328 0.542754 2.595324 0.68 -0.28 2.14
H 2.251364 0.560696 3.745424 0.33 0.20 0.33
C 2.052005 -2.981619 -2.257453 0.06 0.14 0.00
C 0.744057 -3.030871 -1.459576 2.46 -1.34 -0.20
C 1.151221 -3.468737 -0.091152 2.35 -1.03 -0.77
O 2.490696 -2.970715 0.044372 0.73 -4.07 -4.18
C 3.148899 -3.223554 -1.215706 -0.31 0.80 -0.31
H 2.083015 -2.001578 -2.733530 0.71 -0.20 0.25
H 2.105386 -3.708980 -3.067517 -0.14 -0.14 0.10
H -0.013308 -3.663662 -1.922255 1.90 -0.26 0.07
H 0.219251 -2.079197 -1.375810 3.97 -0.77 1.05
H 1.178886 -4.558028 -0.062935 0.13 -0.46 0.28
H 0.475308 -3.107408 0.683890 3.49 0.13 -0.84
H 3.626278 -4.201254 -1.281571 -0.33 -0.24 0.28
H 3.938831 -2.484030 -1.346940 0.05 -0.09 0.32
C -1.410298 4.269884 -2.756175 -0.21 0.39 -0.13
C -0.064100 3.974004 -2.123333 0.68 -0.49 -1.10
C -0.093946 2.416323 -1.855055 0.96 4.94 -0.85
O -1.309233 1.961442 -2.514068 0.28 7.32 -1.63
C -2.259617 3.032411 -2.484882 2.99 4.25 -0.18
H -1.360961 4.434865 -3.832487 0.18 -0.32 -0.16
H -1.837870 5.208206 -2.402831 -0.21 -0.08 0.38
H -0.032782 4.578256 -1.216697 0.92 -0.29 -0.78
H 0.756314 4.167202 -2.814475 0.05 0.40 0.03
H -0.234737 2.210120 -0.794033 1.01 1.73 -2.23
H 0.816475 1.902893 -2.164258 -0.21 0.43 -0.68
H -2.702781 2.972987 -1.490812 -0.42 0.89 -1.86
H -3.002046 2.904602 -3.272646 2.77 4.48 0.35
C -1.959352 2.550235 1.716220 -1.49 1.66 -0.82
C -0.589984 2.585254 2.299387 -0.81 0.84 0.02
C 0.249778 3.215639 1.184487 0.32 0.87 0.67
O -0.589983 3.446852 0.102241 -2.22 1.49 2.78
C -1.937753 3.505210 0.526552 0.25 0.68 1.86
H -2.735276 2.916032 2.388703 0.60 0.54 -0.02
H -2.291172 1.572712 1.366297 0.63 1.82 0.60
H -0.181832 1.607680 2.556035 -1.80 1.66 0.16
H -0.540625 3.129665 3.242404 -0.67 0.32 -0.62
H 1.074083 2.588740 0.844475 -1.57 1.24 -0.31
H 0.749650 4.132706 1.496282 -0.30 0.45 0.12
H -2.685965 3.265331 -0.228919 0.66 0.25 0.80
H -2.159666 4.531140 0.820344 -0.09 0.29 0.24
C -3.566626 0.651579 2.851577 -0.06 0.73 -0.12
C -2.865290 -0.068175 1.700322 -0.69 -0.90 -0.08
C -1.459639 -0.334525 2.189237 -2.46 2.94 2.92
O -1.737805 -0.622038 3.555798 -0.15 0.87 2.08
C -2.797883 0.215981 4.098684 -0.32 -1.24 -1.18
H -4.643181 0.482329 2.829573 0.03 -0.22 0.44
H -3.382230 1.718677 2.727568 -1.19 -1.21 0.37
H -2.969520 0.483012 0.765744 -0.28 -0.57 0.54
H -3.287096 -1.048466 1.478503 -0.55 -0.18 0.36
H -0.822130 0.541967 2.073286 -1.24 -1.18 0.51
H -0.975194 -1.163593 1.673418 -2.24 2.23 2.85
H -2.381820 0.990227 4.743310 -0.06 0.21 -0.20
H -3.530377 -0.377636 4.645640 0.65 -0.42 0.62
C -0.594049 0.588695 -0.183327 -1.88 -2.62 0.42
C 0.645107 0.535997 0.632234 -2.23 -0.98 -2.04
C 0.859622 -0.968681 0.902976 -3.53 5.42 -2.83
O -0.416412 -1.590368 0.696501 6.32 5.20 -8.83
C -1.057977 -0.897588 -0.349553 4.46 2.09 0.78
H -0.460160 1.032543 -1.169826 -0.60 -2.44 3.07
H -1.407041 1.135936 0.293838 1.32 -0.41 -0.55
H 0.633483 1.065204 1.585077 -0.63 -0.55 -3.30
H 1.497804 0.917469 0.070555 -2.54 1.23 -1.05
H 1.221646 -1.093707 1.923463 -2.26 5.95 -2.90
H 1.634184 -1.364287 0.245982 -4.08 0.04 1.25
H -2.144852 -0.978316 -0.332344 13.04 3.33 4.25
H -0.770443 -1.402718 -1.271648 -0.90 2.55 2.58
C -3.400656 -0.509295 -1.028939 -5.01 0.93 -2.55
C -2.778994 0.850494 -1.424224 -3.38 -0.79 0.83
C -3.728426 1.300819 -2.576086 -1.21 -4.24 0.39
O -3.868495 0.079567 -3.281675 -1.16 -1.20 -0.68
C -3.725320 -1.087779 -2.422096 -0.03 0.83 0.20
H -4.348608 -0.427912 -0.497073 -0.05 0.19 0.18
H -2.727414 -1.176923 -0.491237 -13.69 -3.76 -3.73
H -1.805431 0.665783 -1.878280 -3.72 0.09 2.41
H -2.702829 1.659411 -0.697617 -0.63 -1.22 0.31
H -3.380382 2.093278 -3.238639 -2.70 -5.92 -0.07
H -4.693401 1.651592 -2.210206 -0.48 0.15 0.44
H -2.867378 -1.672523 -2.753936 -2.41 0.70 0.06
H -4.583041 -1.760061 -2.443491 -0.53 0.42 0.01
C -0.534041 -2.712570 2.573160 0.11 -1.83 2.82
O -0.770559 -4.101480 2.509505 0.73 -1.19 1.53
H -0.066681 -2.362703 1.652693 -0.78 -3.23 3.70
H -1.496412 -2.232051 2.749361 0.56 -0.76 0.11
H 0.205729 -2.367814 3.295645 -0.58 -0.59 1.24
H -1.160326 -4.358121 3.348433 0.10 -0.19 0.11
C 2.334883 -2.223153 2.156730 2.04 -2.79 3.87
O 2.388554 -3.630216 2.346299 0.63 -0.23 1.26
H 2.783570 -1.965691 1.197313 0.03 0.24 2.99
H 1.320185 -1.829772 2.217870 2.98 -7.21 3.48
H 2.804295 -1.769788 3.029781 0.67 0.01 0.07
H 1.773407 -4.083366 1.765054 0.07 0.17 0.35
C -1.348840 -3.459136 0.248465 -4.48 -3.50 2.28
O -1.504208 -3.541515 -1.124135 -3.01 -0.84 0.65
H -2.094647 -4.073481 0.752892 -0.14 -0.68 -0.35
H -0.392711 -3.778765 0.662879 -3.13 -1.37 -1.00
H -1.530407 -2.491789 0.716837 -2.09 -2.49 -1.37
H -1.582986 -4.459104 -1.395095 -0.24 -0.18 0.28
```
Positions in Å, forces in eV/Å.